This record from OMol25 describes C23H56Br2N15O28 as an isolated structure. The level of theory is wB97M-V/def2-TZVPD.

Last column: Löwdin charge in e.
CARTESIAN COORDINATES (ANGSTROEM)
C (-2.24692, -3.80038, 4.72482)  0.1150
C (-1.86418, -2.69367, 4.10547)  -0.0358
C (-1.02837, -1.48551, 3.37907)  -0.2319
C (0.00702, -0.64680, 4.35008)  -0.0631
C (0.48340, 0.43880, 3.21946)  -0.2739
C (1.53564, 1.59099, 3.63249)  -0.6332
Br (0.97505, 3.44420, 3.16578)  0.6464
C (2.95744, 1.29777, 2.84347)  -0.7152
C (3.71804, 0.04367, 3.51386)  -0.1167
Br (4.04793, 2.98653, 2.88301)  0.6059
C (-0.98163, 0.84055, 2.65792)  -0.1026
N (-1.91887, -0.34678, 2.87495)  0.0588
H (-2.30621, -4.85044, 5.21818)  0.0705
H (-0.46343, -2.00081, 2.50440)  0.1793
H (0.78206, -1.42232, 4.69171)  0.1344
H (-0.74103, -0.27981, 5.16796)  0.1292
H (1.06316, -0.23759, 2.48905)  0.1294
H (1.77610, 1.56903, 4.75780)  0.0967
H (2.67801, 1.11793, 1.73192)  0.0688
H (4.33710, 0.34782, 4.43462)  0.0917
H (4.41559, -0.43881, 2.73116)  0.0947
H (2.92024, -0.77018, 3.76892)  0.0819
H (-0.77980, 1.16122, 1.56272)  0.1544
H (-1.42493, 1.77771, 3.16005)  0.1230
H (-2.31065, -0.79392, 2.00636)  0.1506
H (-2.65317, -0.02268, 3.54980)  0.1898
C (-6.09489, -1.92078, 2.73917)  0.0538
N (-4.86104, -1.45250, 2.05506)  -0.4110
O (-3.97120, -2.27692, 1.87140)  0.0340
O (-4.82203, -0.27340, 1.72357)  0.0572
H (-5.98741, -2.97810, 2.97223)  0.0645
H (-6.20770, -1.33390, 3.65132)  0.1103
H (-6.93045, -1.75902, 2.05795)  0.1166
C (3.55843, 4.30272, -0.82356)  0.0365
N (3.65129, 3.41375, -2.01135)  -0.4171
O (2.73613, 3.46316, -2.82417)  0.0537
O (4.63969, 2.69577, -2.08875)  0.0473
H (2.63622, 4.87886, -0.88652)  0.0817
H (3.55698, 3.66809, 0.06344)  0.0437
H (4.42631, 4.96204, -0.83761)  0.1094
C (-5.17629, -6.26385, 0.71290)  0.0327
N (-5.51576, -5.50114, 1.94351)  -0.4083
O (-6.35015, -4.60818, 1.84065)  0.0304
O (-4.93536, -5.82211, 2.97158)  0.0625
H (-5.76357, -5.87314, -0.11648)  0.0951
H (-4.11105, -6.13075, 0.52746)  0.0939
H (-5.41891, -7.31108, 0.89751)  0.0970
C (2.27091, 6.43407, -4.62595)  0.0472
N (1.93887, 7.20736, -3.40053)  -0.4192
O (1.11488, 8.10729, -3.50937)  0.0467
O (2.51585, 6.88494, -2.37079)  0.0514
H (1.68766, 6.82657, -5.45821)  0.0967
H (3.33814, 6.55530, -4.81244)  0.1062
H (2.01750, 5.39083, -4.43548)  0.0854
C (4.39422, -0.49466, -1.40090)  0.0356
N (3.22738, -1.01782, -0.64157)  -0.4085
O (2.72551, -0.28020, 0.20394)  0.0027
O (2.85121, -2.14783, -0.91487)  0.0770
H (4.61572, 0.51422, -1.05449)  0.0795
H (5.23521, -1.16059, -1.21094)  0.1031
H (4.12430, -0.48890, -2.45437)  0.0887
C (-0.21329, -6.33501, 6.69955)  0.0197
N (0.52414, -7.62427, 6.76171)  -0.4426
O (1.37234, -7.74371, 7.63495)  0.0720
O (0.22509, -8.47138, 5.93105)  0.0636
H (0.15269, -5.68145, 7.49084)  0.0978
H (-0.02571, -5.89608, 5.71924)  0.0874
H (-1.27206, -6.55482, 6.83981)  0.0960
C (7.13595, -1.18776, -5.41864)  0.0512
N (6.55260, -0.61447, -4.17696)  -0.4085
O (5.65580, -1.24752, -3.63166)  0.0331
O (7.01350, 0.45080, -3.79039)  0.0677
H (6.63361, -2.12851, -5.64131)  0.0988
H (6.97684, -0.46623, -6.22011)  0.1049
H (8.19844, -1.35108, -5.23768)  0.1053
C (-2.70372, -5.40806, -2.72965)  0.0577
N (-3.23390, -6.76433, -2.42965)  -0.3971
O (-2.58864, -7.72282, -2.84067)  0.0861
O (-4.28308, -6.81994, -1.78950)  0.0108
H (-1.77890, -5.50957, -3.29652)  0.1013
H (-3.45871, -4.88179, -3.31404)  0.1089
H (-2.52019, -4.90889, -1.77798)  0.0992
C (9.15454, 1.80995, -0.69225)  0.0441
N (8.78075, 0.49286, -0.11304)  -0.4391
O (9.67386, -0.32972, 0.03460)  0.0695
O (7.60141, 0.33012, 0.17376)  0.0375
H (10.22465, 1.81312, -0.89682)  0.0977
H (8.58502, 1.93740, -1.61326)  0.0934
H (8.89951, 2.57561, 0.04057)  0.1014
C (-2.11354, 6.58486, -4.00334)  0.0486
N (-2.02021, 5.69205, -5.18871)  -0.4195
O (-2.93891, 5.73899, -6.00167)  0.0740
O (-1.02599, 4.97254, -5.26397)  0.0329
H (-3.03805, 7.16069, -4.06682)  0.0601
H (-2.11309, 5.95239, -3.11513)  0.1071
H (-1.24591, 7.24543, -4.02008)  0.0790
C (0.21667, 2.64676, 6.96904)  0.0338
N (-0.93999, 2.09631, 7.72306)  -0.4349
O (-1.45141, 2.81398, 8.56851)  0.0921
O (-1.29492, 0.95731, 7.43682)  0.0316
H (0.42006, 3.65685, 7.32315)  0.1055
H (1.07053, 1.99434, 7.15376)  0.1037
H (-0.05459, 2.65570, 5.91297)  0.0544
C (-2.44543, 10.43611, -5.07984)  0.0538
N (-3.60640, 9.90635, -4.31685)  -0.4187
O (-4.10669, 10.63892, -3.47608)  0.0838
O (-3.97629, 8.76940, -4.58988)  0.0233
H (-2.22989, 11.44686, -4.73517)  0.1002
H (-1.59879, 9.77547, -4.89132)  0.0907
H (-2.71899, 10.43835, -6.13509)  0.1071
C (-4.50253, -9.91328, -1.61995)  0.0293
N (-5.65854, -10.45579, -0.85850)  -0.4329
O (-6.16631, -9.72742, -0.01262)  0.0456
O (-6.01781, -11.59150, -1.13376)  0.0699
H (-4.29476, -8.90251, -1.27333)  0.0474
H (-3.65009, -10.56683, -1.43356)  0.1078
H (-4.77591, -9.90973, -2.67511)  0.1082
C (-3.05867, 2.68947, -5.61844)  0.0192
N (-3.60532, 1.34025, -5.31461)  -0.4404
O (-2.97355, 0.37308, -5.72076)  0.0558
O (-4.65036, 1.29759, -4.67816)  0.0529
H (-2.13504, 2.57536, -6.18431)  0.0966
H (-3.80652, 3.22237, -6.20536)  0.1013
H (-2.86959, 3.19015, -4.66928)  0.0886

Output
Total energy, eV: -244474.905
LUMO level, eV: -2.927
Charge: +1
HOMO level, Eh: -0.4475

***

This record from OMol25 describes a 5-piece molecular cluster, C23H57BFO12S4 overall. The level of theory is wB97M-V/def2-TZVPD.

Last column: Löwdin charge in e.
CARTESIAN COORDINATES (ANGSTROEM)
C (-1.04347, -2.38769, 4.10156)  -0.1285
C (-2.28188, -3.31238, 3.87737)  -0.2648
C (-3.48383, -2.49277, 3.30516)  -0.2024
C (-4.80793, -3.27038, 3.57718)  -0.2100
C (-5.29776, -4.14589, 2.39665)  -0.2031
C (-6.82920, -4.36142, 2.36956)  -0.2172
C (-7.41912, -5.06557, 3.61813)  -0.2215
C (-7.61869, -4.14164, 4.84977)  -0.2465
C (-8.64992, -2.96966, 4.60031)  -0.2034
B (-7.96574, -1.45290, 4.76313)  -0.4769
C (-7.92953, -0.56530, 3.38796)  -0.3801
C (-9.26518, -0.49912, 2.59706)  -0.0906
F (-6.87022, -0.92237, 2.48386)  -0.1242
H (-0.21579, -3.02056, 4.46355)  0.0565
H (-1.33116, -1.62082, 4.83907)  0.0678
H (-0.74332, -1.85651, 3.18458)  0.0651
H (-2.04144, -4.11479, 3.15878)  0.1008
H (-2.54613, -3.73208, 4.85863)  0.0966
H (-3.35201, -2.19979, 2.25563)  0.0969
H (-3.53789, -1.57164, 3.91811)  0.1066
H (-4.66162, -3.94135, 4.44274)  0.1006
H (-5.56908, -2.53539, 3.88181)  0.0659
H (-4.97602, -3.73113, 1.42119)  0.1028
H (-4.81180, -5.13955, 2.46796)  0.1004
H (-7.37290, -3.43023, 2.13680)  0.0988
H (-7.03380, -5.03221, 1.50594)  0.0969
H (-8.42445, -5.42505, 3.32294)  0.0982
H (-6.80759, -5.95566, 3.87144)  0.0991
H (-6.69116, -3.74956, 5.28514)  0.0650
H (-8.07696, -4.78157, 5.63732)  0.0883
H (-9.42377, -3.03092, 5.39593)  0.0635
H (-9.19013, -3.11706, 3.64426)  0.0661
H (-8.63981, -0.81822, 5.55473)  0.0424
H (-6.84426, -1.55925, 5.19633)  0.0411
H (-7.70799, 0.48581, 3.68811)  0.0951
H (-10.07945, -0.22561, 3.28399)  0.0734
H (-9.17458, 0.30702, 1.83957)  0.0562
H (-9.48717, -1.42726, 2.04681)  0.0612
O (-2.83390, 2.24211, 2.84704)  -0.2879
S (-3.54286, 1.63674, 1.75276)  0.5931
O (-3.15396, 0.36206, 1.21851)  -0.2843
O (-3.62156, 2.70035, 0.54079)  -0.2674
C (-2.39356, 3.26010, 0.06348)  -0.2713
C (-1.61150, 2.27689, -0.78752)  -0.0852
C (-5.26715, 1.58386, 2.13002)  -0.1179
H (-1.79264, 3.62389, 0.90114)  0.1117
H (-2.66542, 4.12726, -0.53941)  0.1170
H (-1.26529, 1.43250, -0.19196)  0.0684
H (-0.73847, 2.75714, -1.23172)  0.0770
H (-2.23765, 1.87505, -1.58464)  0.0837
H (-5.57617, 2.55829, 2.49985)  0.0752
H (-5.41221, 0.82315, 2.89690)  0.0661
H (-5.81586, 1.31161, 1.23219)  0.0795
O (-0.90959, -0.91603, -5.06390)  -0.2767
S (0.05189, -0.78892, -4.00529)  0.5920
O (0.05014, 0.34433, -3.12522)  -0.2791
O (1.52942, -0.96481, -4.62388)  -0.2681
C (1.91248, -0.11402, -5.71387)  -0.2570
C (2.22903, 1.29797, -5.25889)  -0.0724
C (0.04292, -2.26012, -3.02909)  -0.1186
H (1.13907, -0.11574, -6.48574)  0.1153
H (2.80493, -0.56217, -6.15148)  0.1202
H (1.33769, 1.80026, -4.88256)  0.0725
H (2.62700, 1.88900, -6.08346)  0.0755
H (2.95900, 1.28529, -4.44869)  0.0715
H (0.07927, -3.12219, -3.69007)  0.0729
H (-0.88144, -2.26191, -2.45443)  0.0814
H (0.89871, -2.24224, -2.35877)  0.0744
O (5.35512, 2.40562, -5.98860)  -0.2855
S (6.32608, 2.55886, -4.94056)  0.5897
O (6.32761, 3.70472, -4.07487)  -0.2804
O (7.79749, 2.37787, -5.56769)  -0.2599
C (8.16784, 3.21481, -6.67038)  -0.2631
C (8.48633, 4.63252, -6.23203)  -0.0739
C (6.33079, 1.10413, -3.94062)  -0.1113
H (7.38654, 3.20265, -7.43437)  0.1139
H (9.05673, 2.76291, -7.11066)  0.1203
H (7.59815, 5.13754, -5.85257)  0.0696
H (8.87460, 5.21411, -7.06939)  0.0791
H (9.22463, 4.62823, -5.42895)  0.0853
H (6.36441, 0.23162, -4.58825)  0.0767
H (5.41111, 1.10835, -3.35820)  0.0736
H (7.19394, 1.13635, -3.27756)  0.0472
O (8.80066, 1.62443, -1.47052)  -0.2856
S (9.09830, 2.77368, -0.65961)  0.5943
O (9.76874, 3.92110, -1.20060)  -0.2743
O (9.88341, 2.28511, 0.65834)  -0.2630
C (11.07770, 1.51084, 0.48424)  -0.2621
C (12.25648, 2.36300, 0.05094)  -0.0759
C (7.62160, 3.31035, 0.14461)  -0.1125
H (10.89998, 0.69426, -0.21966)  0.1145
H (11.29244, 1.06038, 1.45316)  0.1213
H (12.10335, 2.77050, -0.94825)  0.0692
H (13.17261, 1.77107, 0.03834)  0.0798
H (12.38813, 3.20751, 0.72871)  0.0846
H (7.12702, 2.44899, 0.58641)  0.0768
H (6.98674, 3.76415, -0.61484)  0.0777
H (7.88194, 4.04517, 0.90233)  0.0763

Output
Total energy, eV: -96079.451
LUMO level, eV: 1.490
Charge: -1
HOMO level, Eh: -0.1798